[1]
The following is a quantum chemistry calculation of C12H24MgO16P as an isolated structure at a distorted geometry, from the OMol25 dataset.

```
54
Properties=species:S:1:pos:R:3:forces:R:3
Mg -0.158434 0.257325 -1.557068 3.4 0.2 -3.4
P 1.969120 0.264266 -3.293067 -3.7 -0.4 -2.6
O 1.991026 1.011338 -2.030538 3.5 2.2 7.1
O 1.290609 -1.069949 -2.894197 1.3 -3.4 1.0
O 2.632934 0.674511 -4.578851 3.0 -1.6 0.3
O 0.638818 0.924463 -3.641886 -7.9 3.0 -2.0
C -2.548068 5.402475 -2.559185 1.1 -0.9 0.2
O -3.126784 5.143690 -1.252565 -0.5 1.6 -1.0
C -2.867342 4.012545 -0.634590 -0.3 -1.4 -0.7
O -2.142399 3.120623 -0.968670 0.6 0.3 -0.4
O -3.678231 3.812189 0.391249 -0.4 0.5 1.9
C -4.416720 4.881012 0.987611 -0.9 0.5 -0.4
H -3.006231 4.827733 -3.364092 -0.4 -0.2 0.4
H -1.514121 5.063035 -2.497236 0.1 0.2 -0.2
H -2.588432 6.457349 -2.830683 -0.2 -0.1 0.7
H -5.385871 4.956530 0.494509 -0.1 0.0 -0.2
H -3.972872 5.872726 0.900432 0.4 -0.3 0.0
H -4.642947 4.682150 2.035170 0.5 -0.4 -0.1
C 4.622559 -1.987352 1.144597 0.8 1.6 -0.7
O 5.165695 -3.265786 1.177593 2.8 -2.7 0.7
C 6.393616 -3.569571 1.825162 -3.4 2.8 0.3
O 6.937270 -2.819293 2.582551 0.7 0.7 0.1
O 6.692905 -4.795942 1.632762 -0.1 -2.3 -0.9
C 7.800778 -5.394610 2.359315 -0.5 1.0 -1.4
H 4.604709 -1.464124 2.100640 -0.8 -0.6 0.3
H 3.730285 -2.096173 0.528079 -0.3 0.3 0.8
H 5.243281 -1.295191 0.575628 0.3 -0.1 -0.4
H 8.695320 -4.978519 1.895904 0.2 -0.1 0.4
H 7.698316 -6.429478 2.032731 0.2 0.0 0.8
H 7.715296 -5.126619 3.412393 0.1 -0.5 -0.1
C -3.078371 -3.983140 -1.011654 -0.9 -0.1 0.2
O -3.935079 -3.215316 -1.953936 0.6 -2.2 0.9
C -3.673231 -1.938961 -2.151761 -2.7 -1.6 -2.5
O -2.832067 -1.335893 -1.644544 3.5 3.0 2.3
O -4.530650 -1.505966 -3.096322 -1.5 -0.8 1.0
C -4.449370 -0.181212 -3.553602 2.5 0.9 -1.3
H -3.493771 -4.989406 -0.957177 -0.4 0.2 -0.5
H -3.164506 -3.617082 0.011415 0.0 0.6 -0.2
H -2.024880 -4.142711 -1.241433 -0.1 0.8 -0.7
H -5.228095 0.150082 -4.240562 -0.5 -0.8 0.5
H -3.547262 -0.234196 -4.163105 0.2 0.7 -0.3
H -4.223528 0.616250 -2.845700 -0.4 -0.4 0.6
C 1.439827 2.450508 2.137650 0.8 0.2 -0.7
O 0.834461 1.584479 3.145999 -1.8 -0.7 -1.7
C -0.033054 0.595831 2.684663 2.2 -0.7 -2.8
O -0.151791 0.205427 1.499197 -0.1 1.6 3.0
O -0.519370 -0.036664 3.731365 0.0 0.5 0.7
C -1.381765 -1.152175 3.585771 0.1 -1.0 -0.9
H 2.163840 1.967706 1.481286 0.3 -0.7 0.6
H 1.935729 3.264235 2.666850 -0.1 -0.3 0.3
H 0.851139 2.920300 1.349717 -1.3 -0.2 0.6
H -0.948060 -2.012351 3.075778 0.8 0.3 -0.3
H -2.225423 -0.921010 2.935467 -0.4 0.3 0.7
H -1.558805 -1.560089 4.580941 -0.6 0.7 0.0
```
Positions in Å, forces in eV/Å.

* charge: -1
* frontier orbital gap: 3.93 eV
* energy above the lowest of the compared OMol25 structures with the same formula, charge and spin: 8.358 eV
* E: -2216.8975 a.u.
* LUMO: 1.986 eV
* HOMO: -1.943 eV

Mulliken charges, unit e, in atom order: 1.215, 0.716, -0.583, -0.762, -0.744, -0.756, -0.624, -0.367, 0.712, -0.454, -0.300, -0.691, 0.278, 0.315, 0.215, 0.281, 0.306, 0.269, -0.675, -0.273, 0.744, -0.558, -0.307, -0.631, 0.276, 0.302, 0.301, 0.300, 0.207, 0.310, -0.659, -0.349, 0.710, -0.427, -0.340, -0.597, 0.244, 0.277, 0.328, 0.245, 0.336, 0.227, -0.584, -0.314, 0.708, -0.469, -0.335, -0.668, 0.305, 0.270, 0.211, 0.303, 0.298, 0.261


[2]
The following is a quantum chemistry calculation of C12H24MnN6O3P2S2 as an isolated structure, from the OMol25 dataset.

```
50
Properties=species:S:1:pos:R:3:forces:R:3
Mn -1.182445 1.223104 1.282095 0.1 -0.1 -0.1
C 1.747741 -2.266151 1.321874 0.0 0.0 0.0
N 0.311760 -1.997057 1.352230 0.0 0.1 0.0
C -0.257528 -1.790546 2.689052 0.0 0.0 0.0
P -0.544960 -1.556550 0.051958 -0.1 0.0 0.0
O -1.587235 -0.509190 0.360714 0.0 0.0 0.1
O 0.524994 -0.899597 -0.983742 0.0 -0.1 0.0
P 1.070429 0.621943 -0.891383 0.0 0.0 0.1
O 0.621478 1.218433 0.418753 0.0 0.0 0.0
N 2.666620 0.449339 -1.036847 0.0 0.0 0.0
C 3.476490 1.668840 -0.920686 0.0 0.0 0.0
C 3.375456 -0.696580 -1.598605 0.0 0.0 0.0
N 0.464711 1.502261 -2.112219 0.0 0.0 -0.1
C 0.845673 1.164285 -3.485712 0.0 0.0 0.0
C -0.806070 2.218492 -1.988159 0.0 0.0 0.0
N -1.205162 -2.821905 -0.693329 0.0 0.0 0.0
C -0.613744 -4.159911 -0.650650 0.0 0.0 0.0
C -2.146876 -2.603410 -1.795298 0.0 0.0 0.0
H 1.971927 -3.072594 2.019672 0.0 0.0 0.0
H 2.320848 -1.379789 1.607332 0.0 0.0 0.0
H 2.058029 -2.586924 0.330256 0.0 0.0 0.0
H 0.042993 -2.613209 3.336481 0.0 0.0 0.0
H -1.344358 -1.771364 2.648487 0.0 0.0 0.0
H 0.108322 -0.856526 3.131019 0.0 0.0 0.0
H 2.915948 2.450396 -0.411030 0.0 0.0 0.0
H 3.779905 2.029477 -1.905827 0.0 0.0 0.0
H 4.364591 1.448194 -0.329375 0.0 0.0 0.0
H 2.709246 -1.545714 -1.713111 0.0 0.0 0.0
H 4.195895 -0.974227 -0.935718 0.0 0.0 0.0
H 3.791947 -0.445102 -2.577070 0.0 0.0 0.0
H 1.847334 0.737891 -3.504487 0.0 0.0 0.0
H 0.853329 2.072741 -4.086146 0.0 0.0 0.0
H 0.148471 0.450719 -3.931648 0.0 0.0 0.0
H -0.869045 2.710907 -1.017802 0.0 0.0 0.0
H -1.668152 1.561529 -2.136657 0.0 0.0 0.0
H -0.834478 3.001180 -2.744528 0.0 0.0 0.0
H -0.039708 -4.289682 0.263167 0.0 0.0 0.0
H 0.028404 -4.339114 -1.516397 0.0 0.0 0.0
H -1.418655 -4.893740 -0.655498 0.0 0.0 0.0
H -2.599005 -1.617851 -1.711529 0.0 0.0 0.0
H -2.938842 -3.348437 -1.732437 0.0 0.0 0.0
H -1.645869 -2.697751 -2.761468 0.0 0.0 0.0
S -3.098462 1.392833 2.477487 0.0 0.1 0.0
C -2.540520 2.968495 2.983131 0.0 0.0 0.0
S -0.969452 3.250816 2.271530 -0.1 0.0 0.0
C -3.205308 3.822178 3.791248 0.1 -0.2 -0.2
C -4.486882 3.459929 4.307753 -0.1 0.1 0.0
N -5.527572 3.153360 4.685886 0.0 -0.1 0.0
C -2.616945 5.082642 4.118917 0.0 0.0 0.1
N -2.095271 6.072944 4.378296 0.0 0.0 -0.1
```
Positions in Å, forces in eV/Å.

* 2S+1: 5
* charge: +1
* frontier orbital gap (alpha / beta): 6.44 / 7.72 eV
* energy above the lowest of the compared OMol25 structures with the same formula, charge and spin: 0.000 eV
* E: -3655.9841 a.u.
* LUMO (alpha / beta): -4.895 / -3.760 eV
* HOMO (alpha / beta): -11.332 / -11.482 eV

Mulliken charges, unit e, in atom order: 0.374, -0.990, 0.457, -1.019, 0.845, -0.893, -0.251, 0.428, -0.746, 0.397, -0.999, -0.932, 0.385, -0.911, -0.876, 0.206, -0.927, -1.041, 0.435, 0.292, 0.301, 0.302, 0.349, 0.327, 0.291, 0.305, 0.386, 0.235, 0.293, 0.383, 0.240, 0.355, 0.312, 0.243, 0.275, 0.384, 0.282, 0.314, 0.337, 0.281, 0.377, 0.314, -0.234, 0.725, -0.223, 0.680, -0.158, -0.382, -0.144, -0.381


[3]
The following is a quantum chemistry calculation of one molecule with the formula C12H24N2O3 at a distorted geometry, from the OMol25 dataset.

```
41
Properties=species:S:1:pos:R:3:forces:R:3
C -3.440396 -2.469729 -0.427530 1.0 -0.5 -1.5
C -3.610671 -1.032699 0.100258 -1.5 1.1 0.5
C -2.518998 0.097214 0.407160 0.2 -2.8 -1.6
C -3.014392 1.162966 1.336647 -1.0 0.8 -0.7
C -1.850539 0.524184 -0.949047 0.9 2.7 1.6
N -1.242971 -0.571281 -1.548152 -0.1 -4.4 0.0
C -0.890677 1.669150 -0.552959 0.4 2.0 1.4
O -1.234458 2.880736 -0.591486 0.6 -2.9 -0.4
N 0.271699 1.341457 0.136465 -1.5 1.0 -0.5
C 1.023378 0.112609 0.054256 2.5 0.7 -0.7
C 1.519138 -0.264386 1.469321 -1.2 -1.2 -1.4
O 2.297928 0.298205 2.147243 1.0 1.3 0.6
O 1.027452 -1.440043 1.941303 0.3 -0.3 1.2
C 2.229180 0.371443 -0.987301 0.8 -1.9 1.6
C 3.421863 1.209035 -0.454288 -1.7 3.0 -3.6
C 2.837774 -0.994693 -1.449496 -0.3 3.6 -0.2
C 3.405837 -1.803581 -0.385634 3.0 0.4 1.3
H -3.469395 -2.469292 -1.579256 0.5 -0.1 1.6
H -2.586249 -3.093320 -0.056351 -0.3 0.8 -0.4
H -4.298181 -3.097896 -0.222808 -0.5 0.2 0.5
H -4.048309 -1.043344 1.098983 -0.4 -0.7 -0.1
H -4.437633 -0.664114 -0.568447 0.8 0.4 0.7
H -1.772355 -0.460304 1.035524 0.0 0.4 -0.9
H -3.678265 0.755585 2.090897 -0.3 -0.1 0.0
H -3.475421 2.029251 0.839409 -0.2 -0.5 0.0
H -2.200012 1.575166 1.864846 1.1 0.5 0.6
H -2.436207 1.054294 -1.650515 -1.8 0.5 -0.3
H -1.075145 -0.661761 -2.536721 -0.1 1.0 -0.3
H -1.837590 -1.407195 -1.337228 1.1 1.0 -0.3
H 0.745529 2.215547 0.421749 0.0 -1.0 -0.2
H 0.514138 -0.759769 -0.355816 -0.5 0.8 0.2
H 0.348969 -1.923656 1.478186 -0.3 0.3 -0.8
H 1.852707 0.785483 -1.932951 -0.4 0.4 0.7
H 3.014296 2.209510 -0.143220 0.5 -0.8 0.1
H 4.005463 1.498625 -1.437465 -0.6 -0.7 2.1
H 4.029259 0.815221 0.303427 0.7 -0.7 0.8
H 2.057351 -1.537035 -1.861180 -1.6 -1.2 -1.3
H 3.454496 -0.577115 -2.233673 0.9 -1.0 -0.4
H 3.872502 -2.669356 -0.816135 0.1 -0.8 0.1
H 2.612588 -2.042015 0.260286 -0.8 -1.0 1.0
H 4.210010 -1.323996 0.275459 -1.1 -0.4 -1.1
```
Positions in Å, forces in eV/Å.

* frontier orbital gap: 9.62 eV
* energy above the lowest of the compared OMol25 structures with the same formula, charge and spin: 3.142 eV
* E: -806.8154 a.u.
* LUMO: 0.382 eV
* HOMO: -9.241 eV

Mulliken charges, unit e, in atom order: -1.359, -0.625, 1.049, -1.822, 0.072, -0.399, 0.069, -0.714, 0.052, 0.286, -0.199, -0.524, -0.539, 0.096, -1.426, -0.887, -1.050, 0.431, 0.287, 0.361, 0.327, 0.168, -0.086, 0.472, 0.319, 0.430, 0.423, 0.240, 0.078, 0.307, 0.567, 0.362, 0.337, 0.380, 0.355, 0.344, 0.411, 0.446, 0.414, 0.305, 0.243